*A*
ORCA calculation (wB97M-V/def2-TZVPD) on a molecular structure, C9H9NO.

Summary:
**Molecular weight**: 147.177 g mol⁻¹
**E_HOMO**: -0.32970 Ha
**Gap between HOMO and LUMO**: 9.3 eV

Cartesian coordinates (Å):
C1 -1.60362 -1.93610 -2.19262
C2 -1.74305 0.00464 -0.35647
C3 -0.60612 0.68643 0.33922
C4 -0.37688 2.10455 0.75753
C5 0.63900 2.58538 1.52382
C6 1.86857 1.69362 1.70855
C7 1.72881 0.33823 1.12257
C8 0.55395 -0.12799 0.42896
C9 0.32752 -1.34592 -0.58248
H1 -2.22676 -0.83950 -2.81212
H2 -2.04853 -3.11236 -1.50758
H3 -0.63293 -2.31840 -2.87981
H4 -2.49849 -0.67835 0.33157
H5 -2.36643 0.74661 -1.11383
H6 -1.15186 2.64674 0.57683
H7 0.53315 3.76356 1.54627
H8 2.82607 2.09950 1.99130
H9 2.63114 -0.21146 0.70376
N1 -0.98335 -1.00053 -1.09201
O1 0.88613 -2.38871 -0.71085

***

*B*
ORCA calculation (wB97M-V/def2-TZVPD) on a single C9H9NO molecule.

Summary:
**Structure (SMILES)**: C[C@@]12O[C@@H]1Nc1ccccc12
**Molecular weight**: 147.177 g mol⁻¹
**E_HOMO**: -0.30139 Ha
**Gap between HOMO and LUMO**: 9.2 eV

Cartesian coordinates (Å):
C1 2.23509 1.38883 0.32970
C2 1.48658 0.24189 -0.20081
O1 2.08611 -0.66204 -1.10265
C3 1.74342 -1.17047 0.11893
N1 0.55094 -1.81255 0.30046
C4 -0.50574 -0.95242 0.02368
C5 -1.86215 -1.25653 0.13271
C6 -2.76065 -0.29303 -0.19177
C7 -2.35173 1.03491 -0.32289
C8 -0.95517 1.30858 -0.46883
C9 -0.02503 0.32868 -0.31498
H1 3.11516 0.82918 0.62649
H2 1.64920 1.74463 1.28567
H3 2.51254 2.18962 -0.29490
H4 2.64032 -1.53514 0.69771
H5 0.51530 -2.75081 -0.00044
H6 -2.28495 -2.29590 0.36698
H7 -3.87889 -0.41431 0.08341
H8 -3.27158 1.73193 -0.47420
H9 -0.63878 2.34494 -0.59427

***

It comes down to *B*, which is 381.5 kJ/mol more stable than the next structure.

***

*A*
ORCA calculation (wB97M-V/def2-TZVPD) on a single C2H3F2I molecule.

Summary:
**Structure (SMILES)**: CC(F)(F)I
**Molecular weight**: 191.946 g mol⁻¹
**E_HOMO**: -0.36767 Ha
**Gap between HOMO and LUMO**: 10.3 eV

Cartesian coordinates (Å):
C1 -0.23554 -0.16903 -0.02799
C2 -1.44299 -0.90461 0.13650
F1 -1.45238 -1.39624 1.44170
F2 -1.50518 -1.97898 -0.64136
I1 -3.26278 0.26411 -0.13059
H1 0.51036 -0.91018 0.33276
H2 -0.00443 0.28810 -1.03172
H3 -0.22990 0.68426 0.69174

***

*B*
ORCA calculation (wB97M-V/def2-TZVPD) on a molecular structure, C2H3F2I.

Summary:
**Molecular weight**: 191.946 g mol⁻¹
**E_HOMO**: -0.35688 Ha
**Gap between HOMO and LUMO**: 9.8 eV

Cartesian coordinates (Å):
C1 -0.94061 -0.43611 0.05362
C2 0.83653 0.49135 -0.10879
F1 0.82043 1.14148 1.01670
F2 0.77875 1.33460 -1.11065
I1 2.42794 -0.94842 0.01664
H1 -1.70961 0.27303 -0.36591
H2 -1.18742 -1.30949 -0.64827
H3 -1.02600 -0.54645 1.14666

***

It comes down to *A*, which is 183.7 kJ/mol more stable than the next structure.

***

*A*
ORCA calculation (wB97M-V/def2-TZVPD) on a single C4H5FN2 molecule.

Summary:
**Molecular weight**: 100.096 g mol⁻¹
**E_HOMO (alpha / beta)**: -0.14334 / -0.30830 Ha
**Gap between HOMO and LUMO (alpha / beta)**: 4.8 / 6.8 eV
**Spin multiplicity**: 3
**Expectation value of S²**: 2.024

Cartesian coordinates (Å):
C1 1.11145 0.19624 -1.28791
C2 1.66418 0.35954 0.03069
C3 -0.25088 -0.07296 -1.09809
C4 0.60450 0.17934 0.91780
N1 -0.52081 0.00666 0.26053
N2 -1.85838 -0.04631 0.73336
F1 0.49274 0.21708 2.27721
H1 1.73865 -0.05322 -2.09278
H2 2.62610 0.61377 0.34840
H3 -1.15746 -0.44000 -1.72741
H4 -1.89037 -0.55844 1.59265
H5 -2.55973 -0.40172 0.04554

***

*B*
ORCA calculation (wB97M-V/def2-TZVPD) on a molecular structure, C4H5FN2.

Summary:
**Molecular weight**: 100.096 g mol⁻¹
**E_HOMO (alpha / beta)**: -0.25906 / -0.36829 Ha
**Gap between HOMO and LUMO (alpha / beta)**: 8.0 / 7.1 eV
**Spin multiplicity**: 3
**Expectation value of S²**: 2.017

Cartesian coordinates (Å):
C1 0.99462 0.82884 1.59306
C2 0.52557 0.26984 0.34882
C3 -0.70842 -0.13182 1.16583
C4 -0.03618 -0.43984 -1.90384
N1 -0.05733 0.56814 2.29352
N2 0.84701 0.14631 -0.98061
F1 -1.90225 0.39607 0.77755
H1 1.89334 1.30860 1.92925
H2 -0.87106 -1.19817 1.34770
H3 -0.17856 0.30672 -2.69637
H4 -1.00254 -0.77362 -1.50906
H5 0.49580 -1.28106 -2.36585

***

It comes down to *B*, which is 106.8 kJ/mol more stable than the next structure.

***

*A*
ORCA calculation (wB97M-V/def2-TZVPD) on 2 unconnected molecules or ions with the total composition C2H8NPS.

Summary:
**Molecular weight**: 109.134 g mol⁻¹
**E_HOMO (alpha / beta)**: -0.28582 / -0.31650 Ha
**Gap between HOMO and LUMO (alpha / beta)**: 7.7 / 8.1 eV

Cartesian coordinates (Å):
C1 2.04314 -1.19088 0.76209
C2 -2.18244 0.99052 0.32272
N1 0.12028 -1.19115 -1.07200
P1 0.60971 -0.35704 0.31548
S1 1.43941 1.52636 -0.27183
H1 1.99201 -2.26750 0.78663
H2 2.67029 -0.73287 1.51155
H3 -2.07779 1.64247 1.16631
H4 -2.08412 1.40588 -0.66345
H5 -2.80440 0.12582 0.44388
H6 0.77802 -1.19559 -1.84508
H7 -0.81337 -0.94711 -1.37087
H8 0.30923 2.19108 -0.08543

***

*B*
ORCA calculation (wB97M-V/def2-TZVPD) on a single C2H8NPS molecule.

Summary:
**Structure (SMILES)**: C=[P@](C)(N)S
**Molecular weight**: 109.134 g mol⁻¹
**E_HOMO**: -0.28488 Ha
**Gap between HOMO and LUMO**: 8.4 eV

Cartesian coordinates (Å):
C1 -1.47216 1.25806 0.06581
P1 -0.37682 -0.05104 0.11612
C2 1.15202 0.12428 1.08410
N1 0.57336 -0.59092 -1.60319
S1 -1.35153 -1.75361 0.82112
H1 -2.48667 1.05321 -0.09109
H2 -1.14549 2.12312 -0.59081
H3 1.58348 -0.84159 1.15457
H4 1.90348 0.93190 0.56005
H5 0.91841 0.49351 2.11269
H6 -0.08770 -0.03406 -2.25348
H7 1.47091 -0.02803 -1.40633
H8 -0.68129 -2.68482 0.03045

***

It comes down to *B*, which is 96.3 kJ/mol more stable than the next structure.

***

*A*
ORCA calculation (wB97M-V/def2-TZVPD) on a single C6H8O2Si molecule.

Summary:
**Structure (SMILES)**: OO[SiH2]c1ccccc1
**Molecular weight**: 140.214 g mol⁻¹
**E_HOMO**: -0.35536 Ha
**Gap between HOMO and LUMO**: 10.3 eV

Cartesian coordinates (Å):
O1 -3.92269 1.00355 0.23825
O2 -2.53916 0.65633 0.44378
Si1 -1.86898 -0.81276 -0.00768
C1 -0.05199 -0.36754 -0.04914
C2 0.82483 -0.84529 0.93589
C3 2.11915 -0.34450 1.01997
C4 2.69724 0.43259 0.07750
C5 1.86201 0.74415 -1.00342
C6 0.53817 0.45093 -1.01316
H1 -3.83973 1.54807 -0.59398
H2 -2.73795 -1.18923 -1.32040
H3 -1.98135 -1.98401 0.94000
H4 0.47598 -1.57514 1.80198
H5 2.48727 -0.70514 1.93812
H6 3.68558 0.78788 0.25492
H7 2.22115 1.31765 -1.82832
H8 0.03046 0.88245 -1.83433

***

*B*
ORCA calculation (wB97M-V/def2-TZVPD) on 2 unconnected molecules or ions with the total composition C6H8O2Si.

Summary:
**Molecular weight**: 140.214 g mol⁻¹
**E_HOMO**: -0.31069 Ha
**Gap between HOMO and LUMO**: 9.1 eV

Cartesian coordinates (Å):
C1 -2.54054 0.50670 0.00448
C2 -1.64841 1.57101 -0.32034
C3 -2.10433 -0.82395 0.15725
C4 -0.30218 1.35228 -0.22555
C5 -0.67697 -1.04418 0.05427
C6 0.18949 0.07535 -0.05080
O1 -0.09326 -2.28686 0.17744
O2 3.41224 0.60664 0.62934
Si1 2.63934 -0.43429 -0.38616
H1 -3.53345 0.63184 0.09013
H2 -1.93658 2.63213 -0.40741
H3 -2.64860 -1.71353 0.36126
H4 0.50340 2.06453 -0.35382
H5 -0.68714 -2.80977 -0.34911
H6 3.16333 0.70179 1.58556
H7 3.29681 -1.78508 -0.37501
H8 2.45291 0.22363 -1.72022

***

It comes down to *B*, which is 114.3 kJ/mol more stable than the next structure.

***

*A*
ORCA calculation (wB97M-V/def2-TZVPD) on a single C2H6NO2P molecule.

Summary:
**Structure (SMILES)**: NCP(O)C=O
**Molecular weight**: 107.049 g mol⁻¹
**E_HOMO**: -0.32758 Ha
**Gap between HOMO and LUMO**: 9.4 eV

Cartesian coordinates (Å):
N1 0.96070 0.88664 -0.80524
C1 -0.52467 0.61707 -0.86587
P1 -1.09182 -0.08823 0.83700
O1 -0.12859 0.53736 1.88519
C2 -0.32963 -1.82437 0.59387
O2 -0.91207 -2.66769 -0.02598
H1 1.07541 1.69383 -0.14313
H2 1.23268 1.34533 -1.66030
H3 -1.05348 1.49973 -1.02266
H4 -0.64470 -0.21323 -1.56243
H5 0.72802 0.08243 1.69821
H6 0.68815 -1.86885 1.07135

***

*B*
ORCA calculation (wB97M-V/def2-TZVPD) on a single C2H6NO2P molecule.

Summary:
**Structure (SMILES)**: C[P@@H](=O)C(N)=O
**Molecular weight**: 107.049 g mol⁻¹
**E_HOMO**: -0.35857 Ha
**Gap between HOMO and LUMO**: 10.6 eV

Cartesian coordinates (Å):
C1 1.43278 -0.95646 -0.40169
P1 0.58979 0.42236 0.56133
O1 0.90856 1.76391 0.12591
C2 -1.20023 -0.01307 0.31260
N1 -1.70948 0.95590 -0.42477
O2 -1.66070 -1.12392 0.60531
H1 1.38998 -0.92007 -1.43621
H2 2.48223 -1.09280 -0.11790
H3 0.67690 -1.73854 0.08234
H4 0.96236 -0.03282 1.94125
H5 -2.70398 0.98641 -0.66956
H6 -1.16822 1.74910 -0.57861

***

It comes down to *B*, which is 137.8 kJ/mol more stable than the next structure.